Molecular formula: C35H38N5O10P
Method: DFT, ωB97M-V/def2-TZVPD

* gap between HOMO and LUMO: 8.006 eV
* structure (SMILES): O=[N+]([O-])c1ccccc1.O=[N+]([O-])c1ccccc1.O=[N+]([O-])c1ccccc1.O=[N+]([O-])c1ccccc1.O=[N+]([O-])c1ccccc1.CCCCCP
* energy: -74111.55623 eV
* E_HOMO: -8.624 eV

Each line ends with the Löwdin charge.
Positions of all 89 atoms, in Å:
P: -0.62298 -1.22402 1.03695  0.80
O: 2.26793 11.25678 -2.76665  0.07
O: -3.76569 5.93708 -1.97891  0.04
O: 0.78688 12.42769 -3.79571  0.07
O: 4.18044 -0.17938 -0.88718  0.08
O: -5.28197 -0.66226 -2.02690  0.08
O: -3.65755 -1.61738 -0.99334  0.05
O: 4.30862 -1.75897 -2.33863  0.06
O: -1.28808 -5.33942 3.52319  0.07
O: -2.05727 -6.09387 5.38418  0.08
O: -4.61105 4.24700 -3.00004  0.09
N: -1.16274 -5.66140 4.68790  -0.35
N: 4.74710 -0.77174 -1.78238  -0.35
N: -3.99500 4.74397 -2.08354  -0.34
N: 1.13616 11.45249 -3.16206  -0.36
N: -4.81353 -1.56699 -1.36643  -0.34
C: 0.39088 -3.92908 0.36285  -0.25
C: -5.70244 -2.67076 -0.97545  -0.14
C: 2.45324 -4.86407 5.10565  -0.06
C: -3.69410 2.49354 -1.14184  0.01
C: -3.20961 1.66416 -0.14285  -0.06
C: -7.84488 -3.70338 -1.03829  -0.06
C: -5.19419 -3.68537 -0.18434  0.00
C: -0.47992 8.37370 -1.82502  -0.06
C: -1.78350 8.53359 -2.27868  -0.06
C: 6.71750 -0.91674 -3.24467  0.00
C: 7.83454 1.30138 -1.98516  -0.06
C: 0.34536 -5.87688 6.61937  0.00
C: 2.88156 -4.29866 0.16898  -0.26
C: 0.11706 10.43720 -2.85038  -0.15
C: -0.80764 -2.93597 0.37351  -0.48
C: 2.65339 -5.22753 6.43093  -0.07
C: -2.12649 9.65748 -3.02001  -0.06
C: 8.51404 0.66424 -3.01515  -0.07
C: -2.33775 3.57439 1.03878  -0.07
C: 7.95599 -0.44096 -3.64407  -0.06
C: -7.01548 -2.65760 -1.40942  0.00
C: -6.03461 -4.72391 0.18197  -0.06
C: 1.60198 -5.73218 7.18518  -0.06
C: -7.35588 -4.73390 -0.24572  -0.07
C: 4.29010 -3.76169 0.48362  -0.10
C: 6.05982 -0.26773 -2.21583  -0.15
C: 1.20179 -5.00664 4.52868  0.00
C: 1.77554 -3.36759 0.69879  -0.27
C: -2.53722 2.20200 0.94530  -0.08
C: 0.16925 -5.51078 5.29760  -0.14
C: 6.59489 0.83608 -1.57736  0.00
C: -3.48512 3.85648 -1.02837  -0.15
C: -1.17413 10.62100 -3.31133  0.00
C: -2.81287 4.41487 0.04571  -0.01
C: 0.48339 9.32806 -2.11003  -0.01
H: 4.70582 -3.28736 -0.40241  0.04
H: -1.63177 -3.38274 0.93007  0.04
H: 1.90521 -3.31464 1.78378  0.09
H: -2.52722 7.78145 -2.05774  0.08
H: 2.75655 -4.35378 -0.91625  0.10
H: -0.48242 -6.26461 7.19388  0.12
H: 6.27020 -1.77475 -3.72358  0.12
H: -2.66662 5.48299 0.10536  0.11
H: -8.87458 -3.71267 -1.36818  0.11
H: -3.34731 0.59451 -0.21482  0.07
H: -4.16503 -3.66196 0.14210  0.11
H: 3.27196 -4.47092 4.51823  0.11
H: -4.21991 2.08250 -1.99118  0.11
H: -7.38109 -1.84768 -2.02274  0.12
H: 2.73384 -5.31316 0.54678  0.10
H: 1.49999 9.21435 -1.76470  0.12
H: 0.01073 -0.57776 -0.04244  -0.10
H: 1.03486 -4.73273 3.49696  0.10
H: -5.65663 -5.52421 0.80312  0.11
H: -2.16370 1.54329 1.71848  0.08
H: -1.81157 3.99176 1.88674  0.11
H: 6.05309 1.32153 -0.77960  0.12
H: 4.23477 -2.99162 1.25551  0.07
H: 8.26982 2.16291 -1.49780  0.11
H: 0.46178 -4.38452 -0.62734  0.10
H: -8.00803 -5.54838 0.04086  0.11
H: 0.40285 -1.28598 1.99844  -0.12
H: -3.14038 9.78190 -3.37509  0.11
H: 4.95668 -4.55808 0.81130  0.06
H: 3.63284 -5.11802 6.87761  0.11
H: -1.17548 -2.79428 -0.64355  0.05
H: -0.21079 7.49827 -1.24904  0.11
H: 8.48537 -0.93426 -4.44757  0.11
H: 0.15530 -4.72753 1.06935  0.09
H: -1.42804 11.49906 -3.88599  0.12
H: 9.48249 1.03070 -3.32912  0.11
H: 1.94597 -2.38934 0.24895  0.09
H: 1.75964 -6.01383 8.21721  0.11



Molecular formula: C9H11ClO2
Method: DFT, ωB97M-V/def2-TZVPD

* energy above the lowest of the compared OMol25 structures with the same formula, charge and spin: 26.1 kcal per mole
* gap between HOMO and LUMO: 8.242 eV
* structure (SMILES): CCCCc1ccc(=O)oc1Cl
* energy: -26125.41880 eV
* E_HOMO: -8.705 eV

Each line ends with the natural charge from an NBO analysis.
Positions of all 23 atoms, in Å:
Cl: 1.25168 2.86332 -0.00809  -0.04
O: 5.28512 -0.24142 0.25653  -0.53
O: 3.24459 1.29050 0.40507  -0.47
C: 3.06007 -1.09668 -0.32244  -0.37
C: -3.21915 0.66974 -0.16681  -0.62
C: -1.14473 -0.18006 0.73732  -0.40
C: 4.03099 -0.03247 0.09371  0.74
C: 1.68374 -1.05849 -0.20602  -0.08
C: 1.02759 0.24065 -0.20164  -0.18
C: -2.52040 -0.53558 0.49137  -0.42
C: -0.42238 0.27891 -0.49398  -0.40
C: 2.00478 1.23556 0.03503  0.42
H: -4.33084 0.54854 -0.25473  0.22
H: 3.42812 -2.01500 -0.39734  0.22
H: -3.19644 -0.95827 1.21702  0.23
H: 1.03848 -1.89078 -0.39530  0.22
H: -0.64168 -1.14058 0.82948  0.20
H: -0.54049 -0.62638 -1.24757  0.20
H: -2.58940 -1.44010 -0.13567  0.20
H: -2.90081 0.81614 -1.32701  0.20
H: -0.92857 0.43822 1.56588  0.22
H: -2.82987 1.60999 0.38891  0.21
H: -0.79040 1.22425 -0.86371  0.25



Molecular formula: C4H6NOS
Method: DFT, ωB97M-V/def2-TZVPD

* total charge: +1
* energy above the lowest of the compared OMol25 structures with the same formula, charge and spin: 98.0 kcal per mole
* gap between HOMO and LUMO: 7.932 eV
* energy: -18606.42113 eV
* E_HOMO: -14.386 eV

Each line ends with the natural charge from an NBO analysis.
Positions of all 13 atoms, in Å:
S: 2.94958 0.92000 0.08426  0.45
O: 1.50630 -2.19234 -0.24529  -0.08
N: 0.84103 -1.22815 -0.16193  0.29
C: -0.55910 -1.15245 0.02698  -0.38
C: 1.41445 0.62798 -0.00082  -0.02
C: 0.09505 1.20404 -0.18250  -0.58
C: -1.06882 0.27431 0.17281  -0.40
H: 0.13265 1.71016 -1.25853  0.31
H: -1.91624 0.59796 -0.34383  0.26
H: -1.33966 0.40860 1.25200  0.24
H: -1.31656 -1.63111 -0.64809  0.31
H: -0.74231 -1.68643 0.98488  0.30
H: 0.00365 2.14744 0.32005  0.30



Molecular formula: C40H65F2N3O5S
Method: DFT, ωB97M-V/def2-TZVPD

* gap between HOMO and LUMO: 7.747 eV
* structure (SMILES): COCCCCCCCc1cc(C[C@@H](O)CN)c2c(c1CCCO)Nc1cc(N(C(=O)F)C(=O)F)ccc1S2.CCCCCC.CCCCCC
* energy: -73500.84136 eV
* E_HOMO: -8.068 eV

Each line ends with the Löwdin charge.
Positions of all 116 atoms, in Å:
S: 2.16731 -2.54933 0.26228  0.87
F: -5.23292 -5.78222 2.05435  0.05
F: -2.47316 -7.21002 4.16397  0.05
O: -4.57069 -3.52584 -3.48332  -0.11
O: -3.78000 -4.60294 3.35080  0.14
O: 2.52388 3.24160 -0.29776  -0.09
O: -5.46087 2.52841 0.52980  -0.24
O: -1.97956 -8.39793 2.24057  0.14
N: 0.19137 -3.82128 -1.77735  0.03
N: -2.81468 -6.23548 1.83116  0.05
N: -0.05274 2.91563 1.66172  -0.02
C: -4.32376 3.35846 0.12574  -0.23
C: -6.71656 3.18442 0.21667  -0.14
C: -1.36761 -5.04403 -0.01641  0.09
C: 9.26846 -2.66717 -1.29485  -0.12
C: 0.43685 2.02583 0.54994  -0.21
C: -0.37700 2.32565 -4.66204  -0.21
C: -2.38314 -7.33858 2.73202  -0.32
C: -3.92148 -2.89750 -4.61528  -0.26
C: -2.50283 3.58761 -3.55713  -0.19
C: -0.09179 -0.03657 -3.39067  -0.08
C: -2.95525 4.11051 -2.07701  -0.20
C: 4.85597 -1.23809 -2.59105  -0.11
C: -2.83590 -1.76861 -4.17552  -0.17
C: 6.83911 -2.68200 -3.28467  -0.23
C: 7.81149 -2.85232 -0.89345  -0.27
C: -0.33707 -1.57957 -3.15935  -0.05
C: 2.67207 0.74980 -0.30722  -0.12
C: -1.65365 -5.37217 1.49316  -0.15
C: 0.90092 0.70296 -2.42798  0.02
C: -0.92451 3.27004 -3.48476  -0.22
C: -0.85541 4.52685 6.49872  -0.23
C: 0.37595 -2.37821 -2.00461  -0.13
C: 1.36061 -1.54613 -1.09505  -0.34
C: -0.14982 -4.15440 -0.38643  -0.17
C: -4.18291 3.23214 -1.46893  -0.18
C: 1.63715 -0.03578 -1.26419  -0.17
C: 0.47275 -3.93575 2.29552  -0.05
C: -0.73927 -4.83281 2.64167  0.01
C: 0.28453 1.68126 5.81639  -0.11
C: -1.32111 -2.30944 -4.18335  -0.17
C: 6.95624 -3.49113 -1.98907  -0.23
C: 0.74296 -3.63065 0.80545  -0.38
C: -1.42864 3.53951 5.47711  -0.23
C: -3.90290 -5.47310 2.48110  -0.32
C: -2.84926 4.54828 8.08962  -0.12
C: -0.81671 0.78744 -4.55302  -0.17
C: -1.34860 4.34281 7.93500  -0.27
C: -1.18985 2.06172 5.78774  -0.27
C: 2.03894 2.04852 0.40484  -0.33
C: 6.28154 -1.26761 -3.12487  -0.27
H: 0.77072 2.37115 -4.63898  0.10
H: -7.17371 2.72013 -0.73003  0.09
H: -0.71364 2.88265 -2.42759  0.07
H: -3.28460 5.21801 -2.12627  0.11
H: 0.82295 2.21083 6.60622  0.07
H: -0.36999 4.28508 -3.55957  0.13
H: 4.79196 -1.66631 -1.58712  0.06
H: 0.76452 1.90751 4.86000  0.06
H: -7.46520 3.16039 1.08959  0.10
H: 0.39321 0.60963 6.00374  0.07
H: 0.04294 0.95776 0.70850  0.14
H: 6.93021 -0.67052 -2.47626  0.10
H: -2.89735 -0.96978 -5.01153  0.10
H: 4.18194 -1.79491 -3.24741  0.08
H: -3.39134 2.98979 0.69772  0.13
H: 6.29444 -0.77868 -4.10576  0.11
H: 7.38866 -1.88920 -0.58995  0.10
H: -0.43925 -4.25805 -2.46057  0.11
H: -1.09805 5.54369 6.16928  0.11
H: -2.63000 4.48893 -4.25787  0.11
H: 2.37823 3.11595 -1.26600  0.08
H: -3.15785 -1.25735 -3.20727  0.13
H: -3.41889 3.81293 7.51635  0.07
H: 7.37230 -4.47529 -2.23346  0.11
H: 7.77523 -3.49583 -0.00777  0.10
H: -2.01972 -5.46367 -0.85310  0.11
H: 9.83799 -2.24635 -0.46194  0.07
H: -6.55793 4.30383 -0.02547  0.09
H: 6.20126 -3.23942 -3.98116  0.11
H: 0.23789 4.46308 6.49282  0.10
H: -3.35608 -3.64257 -5.28079  0.12
H: 9.72279 -3.62481 -1.56396  0.08
H: -3.15249 2.69212 -3.84519  0.10
H: 9.37035 -1.98597 -2.14311  0.07
H: -1.07260 3.35244 8.31100  0.10
H: -3.95237 2.11997 -1.68749  0.12
H: -5.13312 3.59740 -1.99073  0.11
H: 1.14119 1.82646 -2.52297  0.08
H: -0.96380 -5.10605 3.72982  0.11
H: 7.82200 -2.62028 -3.76436  0.10
H: -0.54803 0.28110 -5.54643  0.12
H: -0.99639 3.77110 4.49600  0.10
H: 0.02509 2.41702 2.55937  0.04
H: 3.11669 0.08987 0.51141  0.09
H: -1.68728 1.46239 5.01656  0.11
H: 0.00264 2.46283 -0.41982  0.09
H: 3.53288 1.11917 -0.98273  0.12
H: -0.90529 -2.08728 -5.24211  0.12
H: -2.10859 4.06767 -1.31106  0.10
H: -1.35201 -3.44765 -4.09403  0.10
H: 5.95552 -3.68064 -1.58658  0.10
H: 1.15059 -3.49987 3.10764  0.10
H: -1.65891 1.78887 6.73797  0.10
H: 4.49690 -0.20721 -2.53423  0.05
H: -1.95611 0.78774 -4.34949  0.10
H: -0.68752 2.77078 -5.67861  0.12
H: 0.51894 3.78474 1.68324  0.08
H: -4.86808 -4.40231 -3.83483  0.10
H: -2.50612 3.70733 5.37558  0.10
H: -4.69330 -2.38138 -5.30942  0.12
H: 2.48229 2.12283 1.46268  0.15
H: -0.83204 5.06792 8.57315  0.10
H: -3.14160 5.54805 7.75662  0.08
H: -3.13726 4.44518 9.13917  0.07
H: -4.47428 4.45425 0.45857  0.13